#P
DFT (the ωB97M-V functional and the def2-TZVPD basis) results for a cluster of 2 separate species, C2H3N3S in total.

## Properties
Frontier orbital gap, eV: 10.46
LUMO level, eV: 0.5
2S+1: 1
Structure (SMILES): N#[N+][S-].CC#N

```
9
C2H3N3S, DFT the ωB97M-V functional and the def2-TZVPD basis
S 3.230 0.391 -0.696
N 0.490 -1.018 -1.277
N 3.982 0.792 0.543
N 4.540 0.932 1.507
C 0.768 -1.240 -0.202
C 1.212 -1.372 1.094
H 1.436 -0.362 1.675
H 0.379 -1.686 1.757
H 2.155 -1.911 0.966
```

natural (NBO) population analysis, charges in e, atoms 1 to 4: 0.1660, -0.3266, -0.1646, 0.0016

***

#Q
DFT (the ωB97M-V functional and the def2-TZVPD basis) results for a cluster of 2 separate species, C2H3N3S in total.

## Properties
Frontier orbital gap, eV: 8.57
LUMO level, eV: -0.7
2S+1: 1

```
9
C2H3N3S, DFT the ωB97M-V functional and the def2-TZVPD basis
S 0.614 0.683 -3.356
N 0.651 -0.089 -0.684
N -2.931 1.142 -1.843
N -0.189 -0.235 0.383
C 0.161 0.287 -1.881
C -1.876 0.709 -1.596
H 1.618 -0.526 -0.618
H -1.144 0.169 0.095
H -0.102 -1.208 0.814
```

natural (NBO) population analysis, charges in e, atoms 1 to 4: 0.1276, -0.4318, -0.4010, -0.6619

***

#R
DFT (the ωB97M-V functional and the def2-TZVPD basis) results for the molecule C2H3N3S.

## Properties
Frontier orbital gap, eV: 10.54
LUMO level, eV: 0.3
2S+1: 1
Structure (SMILES): [H]/N=C(/C#N)NS

```
9
C2H3N3S, DFT the ωB97M-V functional and the def2-TZVPD basis
S -0.224 1.482 -1.519
N -0.367 -0.817 1.681
N 0.158 0.853 0.031
N -0.187 -2.354 -1.229
C -0.114 -0.351 0.518
C -0.140 -1.392 -0.562
H 0.982 1.223 -2.181
H 0.434 1.486 0.793
H -0.542 -0.130 2.468
```

natural (NBO) population analysis, charges in e, atoms 1 to 4: 0.2231, -0.6331, -0.7528, -0.2739

***

#S
DFT (the ωB97M-V functional and the def2-TZVPD basis) results for the molecule C2H3N3S.

## Properties
Frontier orbital gap, eV: 10.28
LUMO level, eV: 0.5
2S+1: 1
Structure (SMILES): [H]/N=C(\C#N)NS

```
9
C2H3N3S, DFT the ωB97M-V functional and the def2-TZVPD basis
S -1.819 0.152 -0.118
N -0.545 -0.898 0.135
N 1.731 -1.442 -0.035
N 1.295 2.023 0.000
C 1.121 0.892 0.019
C 0.842 -0.578 -0.013
H 2.681 -1.055 -0.134
H -1.909 0.874 1.053
H -0.814 -1.918 0.226
```

natural (NBO) population analysis, charges in e, atoms 1 to 4: 0.2165, -0.7880, -0.6138, -0.2616

***

Question: which arrangement is favored energetically? Ranking from most to least stable: #S, #R, #P, #Q.

***

#P
DFT (the ωB97M-V functional and the def2-TZVPD basis) results for the molecule C13H19N.

## Properties
Frontier orbital gap, eV: 8.36
LUMO level, eV: 0.9
2S+1: 1
Structure (SMILES): Cc1ccc(N2C(C)(C)C2(C)C)cc1

```
33
C13H19N, DFT the ωB97M-V functional and the def2-TZVPD basis
N 0.656 -0.705 -0.472
C 0.875 0.593 1.469
C -1.566 -0.408 -1.951
C -1.518 -0.537 2.465
C 0.623 1.781 -1.729
C 0.965 0.288 -1.840
C 2.296 -0.037 -2.355
C -0.029 -0.806 -1.769
C -1.088 -0.824 1.185
C 0.129 -0.325 0.719
C -0.732 0.365 3.200
C 0.410 0.908 2.716
C -1.068 0.737 4.640
C 0.308 -2.067 -2.499
H 0.216 2.159 -0.740
H -0.316 1.983 -2.367
H 2.150 -0.249 -3.361
H 0.494 -3.020 -1.931
H 2.668 -1.025 -1.877
H -1.538 0.619 -1.598
H -0.703 1.826 4.918
H -1.924 -0.368 -2.919
H 1.865 0.988 1.090
H -0.604 0.089 5.471
H 1.067 -2.018 -3.276
H 0.810 1.752 3.295
H -0.507 -2.323 -3.135
H -2.411 -1.014 2.913
H 2.964 0.854 -2.265
H -1.748 -1.484 0.598
H -2.091 -1.082 -1.347
H 1.419 2.405 -2.071
H -2.072 0.945 4.822
```

natural (NBO) population analysis, charges in e, atoms 1 to 4: -0.4363, -0.2298, -0.6132, -0.2089

***

#Q
DFT (the ωB97M-V functional and the def2-TZVPD basis) results for a cluster of 2 separate species, C13H19N in total.

## Properties
Frontier orbital gap, eV: 8.69
LUMO level, eV: 0.9
2S+1: 1
Structure (SMILES): CCc1c[nH]c2ccccc12.CCC

```
33
C13H19N, DFT the ωB97M-V functional and the def2-TZVPD basis
N -2.301 -1.315 0.316
C 2.376 -0.246 2.595
C 0.788 0.021 2.497
C 0.172 -1.841 -3.110
C 3.106 0.673 1.645
C -0.275 -0.555 -2.704
C -1.231 3.083 -0.174
C -1.462 -1.682 -0.780
C -1.075 1.906 -1.199
C -1.097 -0.574 -1.547
C -2.371 0.088 0.257
C -1.590 0.597 -0.811
C -0.849 -2.953 -1.112
C -0.025 -2.919 -2.149
H -0.615 3.879 -0.381
H 2.458 1.484 1.241
H 0.576 0.857 1.735
H 3.379 0.067 0.775
H 2.434 -1.337 2.526
H -2.167 3.714 -0.556
H -2.953 0.600 0.890
H 0.886 -1.975 -3.912
H 2.870 -0.052 3.631
H 4.007 1.048 2.298
H 0.149 -0.797 2.258
H -2.398 -1.879 1.101
H 0.359 0.505 3.564
H -0.028 1.625 -1.284
H -1.498 2.251 -2.295
H -0.123 0.459 -3.122
H -1.222 2.867 0.792
H 0.566 -3.795 -2.437
H -0.845 -3.805 -0.549
```

natural (NBO) population analysis, charges in e, atoms 1 to 4: -0.5435, -0.4150, -0.6088, -0.2245

***

Question: which arrangement is favored energetically? Ranking from most to least stable: #P, #Q.

***

#P
DFT (the ωB97M-V functional and the def2-TZVPD basis) results for a structure of composition CH3I2P.

## Properties
Frontier orbital gap, eV: 8.69
LUMO level, eV: -0.6
2S+1: 1

```
7
CH3I2P, DFT the ωB97M-V functional and the def2-TZVPD basis
I -1.440 2.195 -0.032
I -2.895 -1.109 -0.019
P 0.311 -0.785 -0.256
C -1.153 0.086 0.547
H -0.255 -0.696 -1.705
H -1.024 0.193 1.556
H 1.228 0.426 -0.304
```

natural (NBO) population analysis, charges in e, atoms 1 to 4: 0.1080, 0.1561, 0.3069, -0.7620

***

#Q
DFT (the ωB97M-V functional and the def2-TZVPD basis) results for a cluster of 2 separate species, CH3I2P in total.

## Properties
Frontier orbital gap, eV: 7.31
LUMO level, eV: -2.2
2S+1: 1
Structure (SMILES): C=P.II

```
7
CH3I2P, DFT the ωB97M-V functional and the def2-TZVPD basis
I -3.644 -1.408 -1.702
I -3.122 0.614 0.118
P 1.647 1.335 0.331
C 1.531 -0.284 0.614
H 0.671 1.199 -0.782
H 2.230 -0.783 1.262
H 0.687 -0.673 0.159
```

natural (NBO) population analysis, charges in e, atoms 1 to 4: 0.0009, 0.0003, 0.4205, -0.7969

***

Question: which arrangement is favored energetically? Ranking from most to least stable: #P, #Q.